Computed, not measured: a gas-phase ion, C3H6N3S (charge +1), with ωB97M-V/def2-TZVPD.

For the lowest unoccupied orbital energy (alpha / beta), the calculation gives -3.7 / -7.0 eV. The charge is +1. As for the expectation value of S²: 2.01. Its spin multiplicity is 3. The frontier orbital gap (alpha / beta) comes out at 7.57 / 7.92 eV. The energy relative to the best compared isomer or geometry (same formula, charge and spin) is 0.0 kJ/mol. The max |F| comes out at 8.0 eV Å⁻¹.

```
13
Properties=species:S:1:pos:R:3:forces:R:3:nbo_charge:R:1
C 1.275 -0.092 0.042 -4.002 2.569 -1.032 0.247
C -1.457 -0.162 0.481 -1.324 0.634 1.845 -0.351
C -0.884 1.064 -0.085 -2.490 -0.064 0.733 0.007
N 0.418 1.067 -0.109 7.807 1.264 -0.831 -0.555
N 0.598 -1.212 -0.101 2.213 -1.629 0.043 -0.252
N -0.678 -1.212 -0.109 -2.505 -3.952 -1.443 -0.198
S 2.970 0.009 0.153 -0.170 2.469 2.241 0.250
H -1.364 -0.203 1.667 0.156 0.024 -2.190 0.275
H -2.550 -0.212 0.311 0.759 -0.447 -0.246 0.279
H -1.389 1.936 -0.410 -0.562 0.495 0.071 0.241
H 0.942 1.940 -0.463 -1.172 -1.803 0.995 0.450
H 3.220 -0.810 -0.766 0.335 -2.185 -1.922 0.158
H -1.102 -2.112 -0.611 0.956 2.623 1.737 0.451
```
Positions in Å, forces in eV/Å.